1.
{"formula": "C3H10NO2", "method": "the ωB97M-V functional and the def2-TZVPD basis", "symbols": ["C", "C", "C", "N", "O", "O", "H", "H", "H", "H", "H", "H", "H", "H", "H", "H"], "positions_angstrom": [[1.22724, 2.08987, 0.65499], [0.82607, 0.41280, -0.98953], [-1.69817, -2.38944, 0.17112], [1.30638, 0.68782, 0.36562], [-2.71990, -1.61681, 0.29167], [-0.63674, -1.91674, 0.65205], [1.62536, 2.25745, 1.70569], [1.82357, 2.76110, -0.13603], [0.13130, 2.32482, 0.55484], [1.40930, -0.36722, -1.51841], [-0.36615, 0.23622, -1.00249], [0.95816, 1.39061, -1.57971], [-1.83071, -3.27430, -0.42777], [2.06675, 0.14441, 0.78833], [-3.43568, -1.78897, -0.31563], [-0.68679, -0.95165, 0.78525]], "forces_ev_per_a": [[0.4067, 1.1561, 1.2218], [-1.4444, 0.4566, -1.0276], [-2.6045, -4.2989, -2.4157], [0.7287, 1.1153, -2.4432], [-3.2397, 3.1910, 0.8212], [5.4172, 1.8448, 2.1180], [-0.6517, 0.1379, -1.3962], [-1.1251, -1.5925, 1.6107], [1.0019, 0.2912, 0.1891], [-0.7091, 0.0842, 0.7056], [2.6770, 0.0593, 0.1367], [-0.2744, -1.3879, 0.8490], [0.9658, -0.1089, -0.0998], [-0.5244, -0.2682, 0.0188], [-0.2130, -0.2519, -0.2168], [-0.4110, -0.4281, -0.0717]], "lowdin_charge": [-0.05, -0.04, -0.44, 0.05, 0.06, 0.05, 0.13, 0.18, 0.13, 0.12, 0.17, 0.13, 0.13, 0.18, 0.12, 0.09], "multiplicity": 3, "homo_lumo_gap_ev": [5.23, 6.75], "total_charge": 1, "e_above_lowest_kj_mol": 0.0, "e_lumo_ev": [-3.4237, -8.3843], "homo_ev": [-8.66, -15.13]}

***

2.
{"formula": "C22H19Cl3N4O7Pb", "method": "the ωB97M-V functional and the def2-TZVPD basis", "symbols": ["Pb", "O", "C", "O", "C", "C", "C", "C", "C", "N", "H", "H", "H", "H", "N", "C", "C", "C", "N", "H", "H", "H", "H", "H", "H", "H", "H", "H", "H", "Cl", "C", "C", "C", "Cl", "C", "O", "C", "Cl", "C", "H", "H", "O", "C", "O", "C", "C", "C", "N", "C", "C", "C", "O", "O", "H", "H", "H"], "positions_angstrom": [[0.03475, 0.00718, 0.05437], [-3.07770, 1.36186, -2.76968], [-2.09072, 1.21052, -2.06862], [-1.85187, 0.22163, -1.28659], [-1.02294, 2.30459, -2.08472], [-1.18319, 3.43463, -2.87222], [-0.20709, 4.41496, -2.83361], [0.89414, 4.24575, -2.00741], [0.98041, 3.08942, -1.25121], [0.04425, 2.14484, -1.30155], [-2.07061, 3.51146, -3.48365], [-0.30502, 5.30915, -3.43528], [1.66949, 4.99516, -1.93744], [1.80090, 2.90545, -0.56706], [-1.70179, -1.83355, 1.40399], [-1.40238, -3.26738, 1.47445], [-1.42701, -3.96950, 0.12292], [-0.24887, -3.76468, -0.81947], [-0.27876, -2.46341, -1.47841], [-1.79032, -1.44474, 2.33636], [-2.59154, -1.67861, 0.93943], [-2.11323, -3.79081, 2.12554], [-0.41564, -3.38463, 1.93248], [-2.35705, -3.71398, -0.39978], [-1.49517, -5.04099, 0.32736], [-0.24784, -4.59680, -1.53512], [0.68586, -3.83667, -0.25293], [-1.17609, -2.27808, -1.91478], [0.42344, -2.40545, -2.20648], [7.68802, -2.95764, 0.31449], [6.21954, -2.17085, -0.09428], [5.15621, -2.22094, 0.81250], [3.97483, -1.60177, 0.51124], [2.68624, -1.63821, 1.62300], [3.78372, -0.88886, -0.74530], [2.73467, -0.32976, -1.05990], [4.95171, -0.87886, -1.63533], [4.77149, -0.04266, -3.11152], [6.12459, -1.50105, -1.31801], [5.28219, -2.74257, 1.75036], [6.96931, -1.48031, -1.99093], [-3.12496, 5.17986, 4.53479], [-3.93829, 4.49759, 3.99873], [-5.06884, 4.22263, 3.74555], [-2.91619, 3.31166, 2.91670], [-3.61017, 2.52255, 2.03304], [-2.81101, 1.66894, 1.28267], [-1.49017, 1.60116, 1.41582], [-0.86638, 2.40305, 2.27711], [-1.56384, 3.30947, 3.07533], [0.66791, 2.34576, 2.34302], [1.22415, 3.18652, 3.03852], [1.20853, 1.42782, 1.65256], [-4.68171, 2.56306, 1.92193], [-3.24459, 1.02081, 0.52762], [-1.01994, 3.95610, 3.74769]], "forces_ev_per_a": [[0.1504, -0.0990, 0.1524], [0.0147, 0.0653, -0.0268], [-0.0642, -0.0557, 0.0319], [-0.1669, -0.0767, -0.0902], [0.0666, 0.1188, -0.0469], [-0.0494, -0.0559, 0.0031], [0.0189, 0.0290, -0.0069], [0.0092, -0.0307, 0.0405], [0.0256, 0.0260, 0.0201], [-0.0883, -0.0795, 0.0041], [0.0063, 0.0059, -0.0028], [-0.0064, 0.0058, -0.0069], [0.0056, 0.0069, -0.0044], [0.0235, 0.0137, -0.0123], [-0.0249, 0.1477, -0.1033], [0.0140, -0.0644, 0.1228], [-0.1160, -0.0829, -0.0146], [0.0458, -0.0476, -0.0014], [0.0082, 0.0747, -0.0697], [-0.0078, -0.0157, 0.0170], [0.0142, -0.0009, -0.0493], [0.0245, 0.0334, 0.0166], [0.0064, 0.0048, -0.0407], [0.0076, 0.0110, -0.0080], [0.0105, 0.0072, 0.0065], [0.0031, 0.0289, -0.0070], [-0.0183, -0.0145, 0.0098], [-0.0236, 0.0152, 0.0360], [0.0104, -0.0101, 0.0041], [-0.0208, 0.0213, -0.0237], [-0.0121, -0.0223, 0.0342], [-0.0099, -0.0220, 0.0956], [0.2455, -0.0960, 0.0239], [-0.0860, -0.0296, 0.0610], [0.1659, 0.0861, -0.1919], [-0.0501, -0.0511, 0.0443], [-0.0821, -0.0109, 0.0595], [0.0422, 0.0076, -0.0529], [-0.0127, 0.0397, -0.0517], [-0.0378, 0.0085, 0.0075], [-0.0153, 0.0171, -0.0220], [0.1033, -0.1952, 0.0845], [-0.2166, 0.5800, -0.0913], [0.0061, -0.2304, 0.0584], [0.0187, -0.2321, -0.1237], [0.1526, 0.0898, 0.0822], [-0.2499, -0.1423, -0.1584], [0.0934, 0.0372, 0.1132], [-0.1043, -0.0770, -0.1430], [0.1242, 0.1361, 0.1195], [0.4726, 0.1167, 0.1618], [-0.2422, 0.0149, 0.0116], [-0.1583, 0.0181, -0.0781], [-0.0081, -0.0195, -0.0158], [-0.0252, 0.0096, 0.0268], [0.0073, -0.0147, -0.0055]], "lowdin_charge": [1.44, 0.05, -0.63, -0.24, -0.18, 0.01, -0.05, -0.04, -0.11, 0.02, 0.12, 0.11, 0.11, 0.12, -0.05, -0.27, -0.20, -0.28, -0.05, 0.08, 0.08, 0.11, 0.11, 0.12, 0.11, 0.11, 0.11, 0.07, 0.08, 0.74, -0.64, -0.12, -0.56, 0.78, -0.45, -0.05, -0.57, 0.77, -0.12, 0.11, 0.11, 0.17, -0.53, 0.16, 0.01, 0.00, -0.10, 0.04, -0.15, 0.05, -0.64, 0.04, -0.23, 0.12, 0.11, 0.13], "homo_lumo_gap_ev": [5.45, 5.77], "e_above_lowest_kj_mol": 53.3, "e_lumo_ev": [-2.9514, -2.6334], "homo_ev": [-8.40, -8.41]}

***

Here are the calculated energy numbers, same order: -325.08297; -3168.89209 (hartree).